C42H102N6O22P4 | the ωB97M-V functional and the def2-TZVPD basis

Each line ends with the Mulliken charge.
Cartesian coordinates (Å):
C: -5.0144 -2.5896 9.5114  -1.170
C: -4.1649 -2.9009 8.2391  -0.302
O: -3.6957 -1.6474 7.8367  -0.371
P: -3.2621 -1.4374 6.2347  0.884
O: -3.6003 -2.5794 5.2138  -0.699
O: -1.6181 -1.2203 6.4173  -0.280
C: -0.6820 -1.4830 5.3197  0.553
C: 0.7580 -1.1648 5.7417  -1.300
O: -3.9398 -0.0102 5.8499  -0.308
C: -3.4037 1.1811 6.3807  -0.032
C: -3.6204 2.4161 5.5595  -1.156
H: -4.4890 -2.1071 10.3355  0.306
H: -5.7834 -1.8397 9.3257  0.301
H: -5.4681 -3.5449 9.7752  0.360
H: -3.3030 -3.5661 8.2899  0.341
H: -4.7449 -3.3820 7.4515  0.340
H: -0.7642 -2.5326 5.0377  0.175
H: -1.0552 -0.8872 4.4867  -0.026
H: 0.9280 -0.1158 5.9844  0.145
H: 0.9078 -1.6887 6.6857  0.472
H: 1.4929 -1.7550 5.1944  0.328
H: -3.7703 1.2763 7.4028  0.286
H: -2.3528 1.0210 6.6217  0.350
H: -3.2039 2.5389 4.5597  0.079
H: -4.6838 2.4567 5.3239  0.379
H: -3.3928 3.2989 6.1570  0.401
C: -3.0970 3.7154 -4.2668  -0.710
C: -4.1792 2.6572 -3.8229  -0.492
O: -3.9384 2.3355 -2.4894  -0.304
P: -3.6728 0.7673 -2.1476  0.713
O: -2.2917 0.2907 -2.5012  0.049
O: -4.3103 0.5017 -0.6724  -0.517
C: -3.4832 -0.2190 0.4070  -0.413
C: -3.4631 0.7391 1.6959  -0.897
O: -4.7604 0.0569 -3.0350  -0.278
C: -5.1328 -1.2975 -3.2205  -0.253
C: -5.3731 -2.0900 -1.8985  -0.968
H: -2.2001 3.5346 -3.6744  -0.172
H: -2.9649 3.7261 -5.3487  0.545
H: -3.4917 4.6894 -3.9772  0.466
H: -5.2508 2.7994 -3.9630  0.372
H: -4.1228 1.7296 -4.3924  0.048
H: -4.0570 -1.0761 0.7593  0.387
H: -2.4892 -0.5547 0.1117  0.323
H: -4.1623 0.3494 2.4358  0.464
H: -2.4333 1.0177 1.9196  -0.009
H: -3.8760 1.7234 1.4750  0.357
H: -6.0344 -1.5308 -3.7870  0.373
H: -4.3015 -1.6753 -3.8158  0.192
H: -5.9143 -3.0302 -2.0046  0.545
H: -4.4515 -2.3136 -1.3613  -0.035
H: -6.1890 -1.5428 -1.4263  0.380
C: 3.6544 -4.5409 -2.0415  -0.969
C: 3.1010 -3.5094 -3.0068  -0.515
O: 3.7539 -2.3053 -2.9374  0.243
P: 5.2335 -1.9838 -3.4530  0.571
O: 5.6430 -2.5185 -4.7729  -0.843
O: 5.2637 -0.3460 -3.4132  -0.059
C: 5.0920 0.2369 -4.6503  -0.373
C: 5.4204 1.8342 -4.5139  -1.039
O: 6.1784 -2.5509 -2.3050  -0.181
C: 7.5137 -2.0907 -2.2700  -0.239
C: 8.3418 -2.9593 -3.2502  -1.217
H: 3.3259 -4.4772 -1.0042  0.120
H: 3.3121 -5.4264 -2.5772  0.415
H: 4.7339 -4.6698 -2.1199  0.318
H: 3.1201 -3.8781 -4.0323  0.556
H: 2.0381 -3.4758 -2.7675  0.201
H: 5.7863 -0.0988 -5.4206  0.342
H: 4.1110 0.2518 -5.1253  0.317
H: 5.8465 1.8994 -3.5128  0.257
H: 6.2139 2.0717 -5.2225  0.328
H: 4.5611 2.5021 -4.4525  0.260
H: 7.6073 -1.0441 -2.5598  0.324
H: 7.9309 -2.1079 -1.2632  0.248
H: 9.4109 -2.7473 -3.2634  0.433
H: 8.1168 -4.0197 -3.1356  0.266
H: 8.1498 -2.7462 -4.3017  0.308
C: 1.2889 5.5599 -4.9321  -1.397
C: 0.1355 5.2521 -3.9929  0.593
O: 0.2285 6.2950 -2.9801  -0.289
P: -0.7811 6.1296 -1.7543  0.517
O: -2.1751 6.4983 -2.1332  -0.807
O: -0.7224 4.5707 -1.2622  0.178
C: -1.8361 3.8124 -0.6703  0.585
C: -2.0943 4.2657 0.7481  -0.609
O: -0.1028 6.8975 -0.5451  -0.386
C: 1.1403 6.5073 -0.0494  0.477
C: 2.1180 7.6610 0.1556  -1.414
H: 1.2749 4.7387 -5.6487  0.324
H: 1.1446 6.4957 -5.4721  0.364
H: 2.2397 5.5026 -4.4022  0.342
H: -0.8171 5.2034 -4.5205  0.103
H: 0.3278 4.3471 -3.4166  0.047
H: -2.6995 4.0427 -1.2944  0.346
H: -1.5636 2.7571 -0.6765  -0.520
H: -1.1176 4.5299 1.1534  -0.190
H: -2.6584 5.1915 0.8607  0.379
H: -2.7189 3.5815 1.3224  0.220
H: 0.8692 6.0255 0.8899  -0.062
H: 1.6698 5.8208 -0.7101  0.126
H: 2.1119 8.0581 1.1707  0.343
H: 3.1363 7.3388 -0.0618  0.377
H: 2.0550 8.5357 -0.4917  0.366
C: 1.7281 -1.7707 -0.5725  -0.811
N: 1.1596 -0.5808 0.0688  1.516
C: 0.9462 0.6417 -0.6940  -1.105
C: 0.8084 -0.7360 1.3886  -0.362
O: 0.0048 0.0398 1.9396  -0.653
H: 2.6804 -1.6198 -1.0810  -0.109
H: 0.9099 -1.9115 -1.2787  0.235
H: 1.8312 -2.6565 0.0542  0.268
H: 0.3870 0.3145 -1.5706  0.227
H: 0.4068 1.4868 -0.2665  0.027
H: 1.9053 0.9739 -1.0914  0.229
H: 1.2483 -1.6573 1.8008  0.417
C: -1.8605 0.1992 -6.0685  -0.832
N: -0.5355 0.7650 -5.9936  0.050
C: -0.2889 1.6895 -7.1665  -0.976
C: -0.0003 1.1454 -4.8392  0.408
O: 0.8490 2.0096 -4.7478  -0.696
H: -1.9001 -0.2455 -7.0629  0.385
H: -2.5384 1.0501 -6.1345  0.225
H: -2.2112 -0.4986 -5.3081  0.198
H: -0.3459 1.1851 -8.1311  0.371
H: -0.9845 2.5243 -7.2529  0.301
H: 0.6850 2.1777 -7.1324  0.287
H: -0.3317 0.5722 -3.9595  0.186
C: -3.5622 -4.8482 -2.3501  -0.487
N: -2.2931 -5.3052 -1.8553  0.280
C: -2.1864 -6.6986 -1.3303  -0.909
C: -1.2231 -4.4537 -1.8648  0.095
O: -0.0533 -4.7955 -1.6050  -0.622
H: -4.3336 -4.9257 -1.5839  0.353
H: -3.8523 -5.4934 -3.1793  0.359
H: -3.5824 -3.7820 -2.5756  -0.266
H: -2.8716 -6.6967 -0.4825  0.340
H: -2.6922 -7.4092 -1.9840  0.369
H: -1.1864 -6.9929 -1.0115  0.204
H: -1.4265 -3.4283 -2.2103  0.321
C: -0.1200 3.0091 3.6234  -0.657
N: 0.6676 3.9032 4.5243  0.101
C: 0.3482 3.7524 5.8859  -0.747
C: 1.5514 4.8231 4.0534  0.536
O: 2.1940 5.5653 4.8127  -0.655
H: 0.6356 2.8073 2.8642  0.250
H: -0.8925 3.6930 3.2716  0.238
H: -0.5820 2.0958 3.9983  0.102
H: -0.6979 4.0280 6.0194  0.268
H: 0.5006 2.7142 6.1810  0.131
H: 0.9027 4.4614 6.5008  0.370
H: 1.4619 4.9147 2.9599  0.005
C: 4.8285 -0.6810 0.5299  -0.801
N: 5.2654 -0.9594 1.8545  0.181
C: 6.7203 -1.0532 1.9665  -0.939
C: 4.4832 -1.6907 2.6786  -0.079
O: 3.4043 -2.1726 2.3331  -0.512
H: 3.8400 -0.2278 0.4542  0.071
H: 4.7686 -1.4626 -0.2274  0.248
H: 5.6162 -0.0370 0.1390  0.402
H: 7.0777 -1.8484 1.3123  0.339
H: 7.3338 -0.1837 1.7304  0.291
H: 6.9664 -1.1981 3.0184  0.356
H: 4.8718 -1.8442 3.6973  0.350
C: -0.0190 -6.1599 1.6829  -0.928
N: -1.1592 -5.3139 2.0646  0.235
C: -1.0332 -3.8755 1.8974  -0.624
C: -2.4383 -5.6925 2.2836  -0.045
O: -2.8086 -6.8999 2.1152  -0.658
H: -0.1770 -7.2340 1.7805  0.319
H: 0.7878 -5.7799 2.3097  0.392
H: 0.2733 -6.0238 0.6417  0.227
H: -1.6129 -3.6412 1.0045  0.149
H: -1.5245 -3.3868 2.7388  0.216
H: 0.0433 -3.7045 1.8907  0.277
H: -3.1144 -4.9250 2.6910  0.464

For the total energy, the calculation gives -136354.3567 eV. Its LUMO energy is 0.38 eV. The maximum force is 0.1029 hartree/bohr. For the HOMO-LUMO gap, the calculation gives 9.312 eV. The value obtained for the HOMO energy is -8.9 eV. As for the SMILES: CCOP(=O)(OCC)OCC.CCOP(=O)(OCC)OCC.CCOP(=O)(OCC)OCC.CCOP(=O)(OCC)OCC.CN(C)C=O.CN(C)C=O.CN(C)C=O.CN(C)C=O.CN(C)C=O.CN(C)C=O.